(1)
C28H39FO16P | the ωB97M-V functional and the def2-TZVPD basis

XYZ file:
```
85
Properties=species:S:1:pos:R:3:forces:R:3
O 6.148818 -1.301655 -1.901880 -0.5689 0.0764 0.5245
C 5.272471 -1.375565 -1.106197 0.7920 -0.1678 -1.0508
F 4.820216 -0.276142 -0.481063 -0.1900 -0.4670 0.2526
C 4.577757 -2.689303 -0.765897 0.4474 -0.0077 0.4713
P 3.152101 -3.053098 -1.835439 -0.3714 0.5488 0.1313
C 1.736164 -1.999585 -1.583461 -0.3488 -0.0147 0.1304
C 0.497438 -2.638490 -1.561291 0.0210 -1.2084 -0.0561
C -0.684524 -1.946215 -1.415929 -0.0620 0.7308 0.1046
C -0.634888 -0.559434 -1.293172 -0.1220 -0.4467 0.0846
C 0.593135 0.090221 -1.295146 0.0802 0.6340 -0.0784
C 1.776401 -0.607797 -1.441405 0.5474 -0.1872 -0.0973
H 5.332782 -3.463129 -0.961788 -0.1931 0.1267 -0.1284
H 4.348947 -2.775666 0.305634 -0.4037 0.1210 -0.2876
H 2.742328 -4.381147 -1.625127 0.1737 0.2451 -0.0147
H 3.607888 -2.976123 -3.166328 0.0591 -0.0870 0.2828
H 0.436903 -3.722655 -1.664518 0.0301 0.2103 -0.0491
H -1.637341 -2.458858 -1.434025 0.2267 -0.0469 0.0457
H -1.566249 -0.009089 -1.186635 0.2475 0.0681 -0.0302
H 0.646281 1.174151 -1.213027 -0.0859 -0.1812 0.0792
H 2.725762 -0.079535 -1.450018 -0.2493 0.0314 -0.0110
C 4.395781 2.610751 1.691192 -0.3266 -0.2977 0.1489
C 3.796362 3.257514 0.466771 0.4440 -0.1833 0.4955
C 3.982517 4.753040 0.406009 0.1815 0.2102 -0.1414
O 2.827632 5.172000 -0.333122 -0.1475 -0.2310 0.1176
C 1.858789 4.248369 -0.126937 0.0088 0.2129 0.0881
O 0.715868 4.391210 -0.418850 -0.0836 -0.1368 -0.0952
O 2.364991 3.140299 0.473099 -0.0655 0.0986 -0.2810
H 4.265729 1.528494 1.640605 0.1552 0.0578 -0.0598
H 5.460413 2.829037 1.774562 -0.0059 0.0150 -0.0754
H 3.890085 2.948896 2.597794 0.0416 0.1805 -0.0448
H 4.168903 2.773476 -0.441436 -0.0215 0.0970 -0.0534
H 4.895568 5.044601 -0.108256 -0.1373 0.0859 -0.1320
H 3.958144 5.228112 1.389462 -0.0212 -0.1296 0.0503
C -4.251522 -2.272563 -6.755741 0.2480 -0.2700 -0.3182
C -3.796134 -2.874581 -5.448936 -0.2920 0.3719 -0.7063
C -3.329468 -1.858477 -4.439280 -0.1186 0.0658 0.1749
O -2.360964 -2.607178 -3.686092 -0.0307 -0.0085 -0.2098
C -1.868947 -3.570639 -4.510982 -0.0201 -0.1727 -0.2048
O -0.905260 -4.226917 -4.257070 0.1018 0.0547 0.1639
O -2.602316 -3.672839 -5.631108 0.2210 0.1124 0.4353
H -4.622851 -3.050865 -7.422042 -0.0850 0.0303 0.0475
H -5.047785 -1.546346 -6.593447 -0.0123 -0.0446 0.0804
H -3.420823 -1.786169 -7.270755 -0.0046 0.1019 0.1168
H -4.568617 -3.515787 -5.040743 0.0930 -0.0525 0.1041
H -4.132108 -1.505692 -3.796149 0.0766 -0.0956 0.1119
H -2.830206 -0.997356 -4.891609 0.0046 -0.0694 -0.1014
C -5.884278 -3.553997 0.964594 0.1454 -0.3948 -0.0952
C -5.575152 -2.795883 -0.303592 -0.2046 -0.1955 0.6100
C -6.602704 -1.752225 -0.667382 0.0101 0.3135 0.0519
O -6.503473 -1.714140 -2.096973 0.0875 -0.1830 -0.0165
C -6.062729 -2.930962 -2.500580 -0.1438 -0.1437 0.0403
O -6.063654 -3.304548 -3.630455 -0.1197 0.0668 0.1665
O -5.624630 -3.662486 -1.449273 0.0130 0.2862 -0.2404
H -5.078958 -4.251212 1.196756 0.0122 0.0638 0.0441
H -6.006878 -2.873328 1.807302 0.0182 0.0464 -0.0441
H -6.791852 -4.147057 0.848149 -0.0722 0.1396 -0.0257
H -4.571405 -2.361934 -0.251176 -0.0273 0.0454 -0.0956
H -6.381384 -0.776049 -0.241317 -0.0009 0.0538 -0.1936
H -7.621072 -2.038080 -0.395659 0.0513 -0.1101 0.0360
C -1.128697 5.272485 2.183725 0.1914 -0.2601 -0.2460
C -0.632891 4.911771 3.561390 -0.3974 0.2768 -0.5151
C -0.516628 6.076302 4.513120 -0.1303 0.0684 0.2389
O 0.554657 5.660463 5.372297 0.1351 -0.1275 -0.2370
C 1.336834 4.812814 4.660020 -0.0461 0.0830 0.1063
O 2.413917 4.438611 4.996680 0.0808 -0.1048 -0.0397
O 0.726382 4.445938 3.505445 0.0764 -0.0087 0.2671
H -1.227733 4.372418 1.577358 -0.0474 0.0523 -0.0348
H -2.096786 5.772759 2.222888 0.0081 -0.0180 0.1184
H -0.414286 5.917750 1.671955 -0.0344 0.0797 0.0806
H -1.246693 4.113269 3.988301 0.0731 0.0155 0.1088
H -1.425762 6.244866 5.085967 0.1302 -0.0403 0.1600
H -0.226703 7.007205 4.020125 0.0019 -0.0703 -0.1055
C 3.163442 0.412468 4.536528 0.3624 -0.0843 0.1107
C 3.060723 -0.574475 3.399033 -0.1210 0.4722 0.5309
C 1.686828 -1.170427 3.216289 -0.2204 0.0844 -0.2039
O 1.985137 -2.458188 2.656625 0.1583 0.0051 0.0367
C 3.227786 -2.804986 3.086861 0.0577 0.0647 0.1606
O 3.700732 -3.889024 2.964842 0.0400 -0.0110 -0.2627
O 3.853878 -1.748969 3.656268 -0.2006 -0.2084 -0.3039
H 4.164048 0.843178 4.577453 -0.0507 0.0700 -0.0361
H 2.443477 1.223097 4.418931 0.0148 0.0078 -0.0586
H 2.993206 -0.082520 5.493228 -0.1366 -0.0409 -0.0597
H 3.421131 -0.120719 2.470595 -0.0701 -0.1546 -0.0210
H 1.064654 -0.591537 2.536278 0.0088 -0.1568 -0.1051
H 1.151343 -1.313924 4.157179 0.1132 0.0360 0.0571
```
Positions in Å, forces in eV/Å.

Lowest unoccupied orbital energy in eV: -3.3201
HOMO level in eV: -12.91
Total charge: +1
Gap between HOMO and LUMO in eV: 9.59



(2)
C30H48N3O3SSeTc | the ωB97M-V functional and the def2-TZVPD basis

XYZ file:
```
87
Properties=species:S:1:pos:R:3:forces:R:3
Tc -1.949228 -2.160898 -0.065408 1.5924 0.0942 0.1735
C 3.082217 2.635196 3.739291 -0.0081 0.0627 -0.0165
C 3.138234 1.102344 3.815605 -0.0591 -0.0149 -0.0236
C 4.431735 0.631010 3.152370 0.0477 -0.0364 -0.0559
C 3.159350 0.666001 5.287623 -0.0175 -0.0296 0.0530
C 1.901178 0.519915 3.127296 0.0161 0.0173 0.0060
C 1.968337 -0.327955 2.029408 0.0674 -0.0426 -0.0295
C 0.796247 -0.789231 1.453886 0.2147 -0.0255 0.0161
Se 0.908135 -1.932402 -0.079730 -1.2579 0.0916 -0.1511
C 0.764419 -0.624468 -1.483226 0.2218 0.0021 -0.0434
C 1.902322 -0.020583 -1.964711 0.1534 -0.0026 -0.0270
C 1.799835 0.952268 -2.964681 0.0497 -0.0509 0.0383
C 0.530494 1.229261 -3.446606 -0.0806 0.0542 -0.0887
C -0.652437 0.620515 -2.997836 -0.0441 0.2905 -0.2884
C -0.503507 -0.304081 -1.978264 -0.5171 -0.7265 0.7632
O -1.574129 -0.908330 -1.379782 0.0374 0.7944 -0.8567
C -1.976388 1.056426 -3.660211 0.0623 -0.0405 0.0423
C -1.859585 0.847441 -5.180192 0.0174 0.0069 -0.0441
C -2.205018 2.546932 -3.361169 0.0204 0.0485 0.0009
C -3.224371 0.292623 -3.201235 -0.0297 -0.0215 0.0217
C 3.060537 1.658186 -3.471833 -0.0351 -0.0550 0.0478
C 2.742120 2.704171 -4.539573 -0.0182 0.0560 -0.0513
C 4.018424 0.620997 -4.077053 0.0170 -0.0383 -0.0112
C 3.750001 2.361228 -2.292413 0.0126 0.0233 0.0407
C -0.462436 -0.447431 1.935563 -0.5150 -0.4788 -0.5957
O -1.575865 -0.909966 1.298816 0.1943 0.3922 0.5164
C -0.571992 0.387501 3.045045 -0.0209 0.2870 0.3908
C 0.629455 0.842480 3.591643 -0.1163 0.0644 0.1011
C -1.883323 0.857504 3.710814 0.0462 -0.0467 -0.0462
C -1.963219 2.389702 3.605995 -0.0011 0.0334 0.0060
C -1.869878 0.441334 5.193535 0.0414 -0.0065 -0.0002
C -3.169074 0.289870 3.096381 -0.0715 -0.0244 0.0039
H 3.978837 3.067680 4.192805 -0.0712 -0.0383 -0.0234
H 3.027437 2.972151 2.700182 0.0142 -0.0191 0.0664
H 2.214532 3.035285 4.270556 0.0598 -0.0315 -0.0467
H 5.285002 1.072197 3.671477 -0.0324 -0.0256 -0.0307
H 4.542037 -0.456673 3.200560 -0.0132 0.0738 0.0041
H 4.487102 0.940407 2.103956 -0.0052 -0.0113 0.0716
H 4.050218 1.060594 5.784776 -0.0683 -0.0184 -0.0450
H 2.285079 1.033541 5.831204 0.0585 -0.0311 -0.0406
H 3.176196 -0.424095 5.371308 0.0051 0.0629 -0.0025
H 2.919395 -0.629447 1.607243 -0.0430 0.0167 0.0391
H 2.867919 -0.297765 -1.553094 -0.0595 0.0514 -0.0543
H 0.433140 1.972923 -4.225689 0.0035 -0.0343 0.0350
H -1.065230 1.448873 -5.626034 -0.0354 -0.0352 0.0295
H -1.662315 -0.202482 -5.415031 -0.0223 0.0663 0.0222
H -2.799160 1.133721 -5.661427 0.0786 -0.0157 0.0375
H -1.399947 3.171429 -3.755563 -0.0457 -0.0391 0.0265
H -3.141259 2.878134 -3.820016 0.0747 -0.0296 0.0266
H -2.272560 2.722336 -2.283824 -0.0020 -0.0213 -0.0668
H -3.129523 -0.782144 -3.369268 -0.0017 0.0675 0.0076
H -3.452068 0.465668 -2.148894 0.0324 -0.0183 -0.0551
H -4.074810 0.648649 -3.789147 0.0558 -0.0105 0.0255
H 2.286339 2.255054 -5.427069 0.0320 0.0285 0.0664
H 2.073409 3.482672 -4.160229 0.0548 -0.0541 -0.0228
H 3.668382 3.189925 -4.855320 -0.0585 -0.0292 0.0148
H 3.553819 0.110021 -4.924751 0.0277 0.0283 0.0527
H 4.928665 1.113017 -4.431986 -0.0723 -0.0339 0.0302
H 4.313385 -0.135572 -3.344669 -0.0230 0.0560 -0.0479
H 3.081814 3.093111 -1.830176 0.0421 -0.0422 -0.0294
H 4.059550 1.650311 -1.521172 -0.0227 0.0505 -0.0546
H 4.644403 2.885819 -2.640268 -0.0608 -0.0440 0.0267
H 0.561986 1.503454 4.448031 0.0024 -0.0332 -0.0263
H -1.129222 2.881485 4.111020 -0.0326 -0.0313 -0.0252
H -1.959553 2.708112 2.559786 -0.0071 -0.0268 0.0637
H -2.889144 2.745375 4.067616 0.0724 -0.0322 -0.0292
H -1.057488 0.911877 5.751189 -0.0304 -0.0279 -0.0440
H -2.810233 0.735729 5.668690 0.0803 -0.0106 -0.0471
H -1.762113 -0.642887 5.292707 -0.0218 0.0745 -0.0134
H -3.303727 0.600657 2.059679 0.0129 -0.0161 0.0844
H -3.195564 -0.801762 3.137288 0.0050 0.1133 0.0110
H -4.014289 0.669819 3.676003 0.0313 -0.0101 -0.0162
N -0.805278 -4.709356 -0.488170 0.0154 -0.2093 0.0121
N -1.655733 -5.527430 -1.221763 0.0107 0.1879 0.0576
C -2.674186 -5.011203 -1.919574 -0.1448 0.1247 -0.0782
N -3.399314 -5.875167 -2.633963 -0.0235 -0.0493 -0.0302
S -3.090150 -3.367495 -1.969726 0.1147 -0.1360 -0.1525
H 0.153475 -4.851414 -0.777424 0.0445 -0.0070 -0.0054
H -0.926017 -4.874729 0.504055 0.0445 -0.0487 0.0593
H -1.523667 -6.526195 -1.199984 0.0043 -0.1148 0.0360
H -3.136840 -6.840176 -2.745498 -0.0008 -0.0109 -0.0131
H -4.172611 -5.525575 -3.172732 -0.0147 -0.0032 0.0077
C -3.901535 -3.586809 1.821463 0.2361 0.1805 -0.2889
O -2.696944 -3.407976 1.079333 -0.3489 -0.4468 0.4637
H -3.722110 -3.323525 2.860780 0.0774 0.0389 0.1040
H -4.207841 -4.626856 1.767337 -0.0053 -0.1531 -0.0337
H -4.704279 -2.960854 1.434072 -0.0440 0.0502 -0.0512
```
Positions in Å, forces in eV/Å.

Spin multiplicity: 2
Lowest unoccupied orbital energy (spin up / spin down) in eV: -4.2999 / -3.6922
HOMO level (spin up / spin down) in eV: -10.53 / -10.55
Total charge: +1
Gap between HOMO and LUMO (spin up / spin down) in eV: 6.23 / 6.86



(3)
C5H7AuO3 | the ωB97M-V functional and the def2-TZVPD basis

XYZ file:
```
16
Properties=species:S:1:pos:R:3:forces:R:3
O 1.932645 -2.441970 0.838319 0.6040 -0.0257 -2.1368
C 0.680788 -2.517904 1.177105 3.7141 0.3073 -2.0801
O -0.013744 -3.544553 0.888503 3.9024 -3.8244 1.4141
Au -1.383274 -2.353615 0.563103 -11.8222 -0.0232 -2.1951
O 0.001699 -1.452065 1.421948 3.8798 2.1459 3.0190
C 0.283854 2.076823 0.446161 1.1248 0.5848 0.1666
H 0.225112 1.613071 1.438620 -1.3585 -1.3151 -0.7070
H 1.321574 1.850299 0.166912 -0.2761 0.5434 -0.2622
H 0.083457 3.093512 0.811046 0.2829 0.2226 -0.9166
C -0.554817 2.049774 -1.006712 0.1496 -0.1683 -1.0813
C -0.771868 0.739628 -1.585961 0.1808 1.7831 2.4224
C -1.009457 -0.468479 -1.516824 -0.1794 0.0822 -0.1641
H 0.018343 2.678482 -1.702170 0.1115 -0.0591 0.4572
H -1.525898 2.538500 -0.842307 -0.0290 -0.2720 0.1558
H -1.373563 -1.264741 -0.878994 0.0572 0.0970 -1.7470
H 2.085155 -2.596764 -0.218746 -0.3419 -0.0786 3.6549
```
Positions in Å, forces in eV/Å.

Spin multiplicity: 3
Lowest unoccupied orbital energy (spin up / spin down) in eV: -10.8851 / -13.3552
HOMO level (spin up / spin down) in eV: -19.18 / -20.07
Total charge: +2
Gap between HOMO and LUMO (spin up / spin down) in eV: 8.29 / 6.71



(4)
C3H4O3 | the ωB97M-V functional and the def2-TZVPD basis

XYZ file:
```
10
Properties=species:S:1:pos:R:3:forces:R:3
O -1.906691 0.691895 0.197332 -1.8750 0.3906 0.4700
C -1.234632 0.392910 1.136279 1.8929 0.1681 -0.8356
C 0.166261 -0.069406 0.690796 2.2889 -0.5387 1.3711
O 0.885890 -0.657528 1.502021 -1.2809 0.9311 -1.6966
C 0.678291 0.225483 -0.793856 -0.3923 2.3916 -0.0181
O 0.715208 -0.887156 -1.561658 0.0810 -2.9843 -1.4447
H -1.409626 0.493971 2.249050 -0.3210 -0.2268 -0.9120
H 0.013027 0.920719 -1.461360 1.1483 -0.3528 2.1596
H 1.769086 0.553190 -0.793031 -1.4744 0.3509 0.7260
H 0.323187 -1.664078 -1.165572 -0.0677 -0.1297 0.1803
```
Positions in Å, forces in eV/Å.

Relative energy (zero: lowest compared OMol25 entry of this formula, charge and spin) in eV: 2.654
Structure (SMILES): O=CC(=O)CO
Lowest unoccupied orbital energy in eV: -0.7993
HOMO level in eV: -9.96
Gap between HOMO and LUMO in eV: 9.16



no.,total energy (eV)
1,-74430.05092
2,-120875.88772
3,-15102.69858
4,-9316.04670